Record 1
C4H13N3S | the ωB97M-V functional and the def2-TZVPD basis

Structure (XYZ):
```
21
Properties=species:S:1:pos:R:3:forces:R:3
N 1.378 2.068 2.097 -0.5 0.0 -0.1
C 0.204 1.762 1.190 1.5 0.6 1.7
N 0.631 0.989 0.072 -0.1 0.1 -0.6
C 0.092 -0.338 -0.186 -2.1 2.1 -0.3
C -1.451 -0.214 -0.583 0.5 -0.3 1.8
N -2.112 -1.507 -0.456 0.3 -0.5 -0.6
C 0.862 -0.887 -1.362 1.4 -1.9 0.8
S 0.931 -2.728 -1.343 -0.2 -0.1 -0.6
H 1.432 1.433 2.884 0.0 -0.1 -0.2
H 2.210 1.937 1.536 0.1 0.0 0.1
H -0.170 2.784 1.049 -0.5 -0.5 -0.9
H -0.507 1.204 1.810 -0.1 0.1 -0.4
H 0.997 1.457 -0.740 -0.2 0.3 0.1
H 0.095 -0.799 0.804 0.4 -1.0 -0.5
H -1.470 0.311 -1.531 -0.3 0.0 -0.5
H -1.917 0.430 0.187 0.2 -0.1 -0.5
H -3.121 -1.546 -0.419 0.0 0.6 0.0
H -1.831 -2.145 -1.190 0.1 -0.1 0.1
H 0.408 -0.726 -2.336 -0.1 0.5 0.1
H 1.923 -0.563 -1.358 -0.7 0.2 -0.1
H 1.418 -2.922 -0.125 0.1 0.2 0.4
```
Positions in Å, forces in eV/Å.

The HOMO energy comes out at -8.44 eV. As for the SMILES: NCN[C@@H](CN)CS. As for the net charge: 0. Its gap between HOMO and LUMO is 9.38 eV. The energy above the lowest of the compared OMol25 structures with the same formula, charge and spin is 142.5 kJ/mol. As for the energy: -722.61460 a.u.

List of natural (NBO) charges in e, atom by atom: -0.861, -0.063, -0.672, -0.063, -0.219, -0.856, -0.511, -0.056, 0.349, 0.354, 0.187, 0.181, 0.375, 0.206, 0.158, 0.187, 0.366, 0.362, 0.226, 0.229, 0.120



Record 2
C18H22N2O4S | the ωB97M-V functional and the def2-TZVPD basis

Structure (XYZ):
```
47
Properties=species:S:1:pos:R:3:forces:R:3
C 0.713 -3.861 3.481 0.0 0.2 -0.1
C 1.525 -2.726 2.870 0.1 -0.2 0.2
C 3.012 -2.871 3.186 -0.1 0.2 -0.3
C 3.898 -1.859 2.460 0.0 -0.1 0.2
C 3.692 -0.417 2.931 -0.1 -0.2 -0.2
C 2.397 0.211 2.466 0.1 0.3 0.8
O 1.648 0.846 3.163 0.0 -0.1 -0.1
O 2.221 -0.003 1.156 0.4 0.4 -0.6
N 1.006 0.386 0.566 -0.9 -0.6 -0.1
C 0.724 1.627 0.497 0.9 0.1 0.4
C 1.593 2.762 0.940 0.1 -0.2 0.1
C -0.571 1.939 -0.083 -0.8 -0.3 -0.4
C -1.116 3.226 -0.369 -0.1 -0.2 -0.1
C -2.354 3.031 -0.896 -0.2 0.8 -0.2
N -2.610 1.687 -0.937 -0.6 -0.2 -0.1
S -3.963 0.956 -1.685 0.3 0.1 0.0
O -4.961 1.972 -1.790 0.3 0.1 -0.2
O -4.239 -0.249 -0.973 0.4 -0.1 -0.1
C -3.270 0.587 -3.287 -0.3 0.1 0.5
C -3.323 1.549 -4.276 -0.1 0.2 -0.1
C -2.740 1.281 -5.504 0.0 0.0 0.1
C -2.114 0.062 -5.718 0.0 0.0 0.0
C -2.070 -0.894 -4.715 0.0 0.0 0.1
C -2.652 -0.631 -3.485 0.0 -0.2 0.0
C -1.530 1.022 -0.453 0.6 -0.4 0.3
H -0.343 -3.738 3.256 -0.1 -0.1 0.0
H 1.039 -4.822 3.087 0.0 -0.1 0.0
H 0.833 -3.877 4.563 0.0 -0.1 0.1
H 1.385 -2.719 1.787 0.0 0.1 0.0
H 1.154 -1.777 3.260 -0.1 0.0 -0.1
H 3.335 -3.874 2.896 0.0 -0.1 0.1
H 3.163 -2.777 4.264 0.0 -0.1 0.1
H 4.943 -2.124 2.636 0.0 0.0 -0.1
H 3.712 -1.914 1.387 0.1 0.0 0.0
H 3.712 -0.357 4.020 0.0 0.1 -0.1
H 4.502 0.205 2.538 0.0 0.1 0.0
H 1.294 3.069 1.943 0.0 0.0 0.0
H 2.638 2.456 0.976 0.0 0.0 0.0
H 1.492 3.607 0.265 0.0 0.0 -0.1
H -0.653 4.177 -0.197 0.0 0.2 0.0
H -3.102 3.720 -1.232 -0.1 0.2 0.0
H -3.829 2.480 -4.075 0.0 0.1 -0.1
H -2.775 2.018 -6.291 0.0 0.1 -0.1
H -1.659 -0.145 -6.675 0.0 0.0 -0.1
H -1.584 -1.842 -4.889 0.0 -0.1 0.0
H -2.648 -1.353 -2.685 0.0 -0.2 0.0
H -1.525 -0.045 -0.380 0.0 -0.3 0.0
```
Positions in Å, forces in eV/Å.

The HOMO energy comes out at -8.77 eV. As for the SMILES: CCCCCC(=O)O/N=C(\C)c1ccn(S(=O)(=O)c2ccccc2)c1. As for the net charge: 0. Its gap between HOMO and LUMO is 8.98 eV. The energy above the lowest of the compared OMol25 structures with the same formula, charge and spin is 295.1 kJ/mol. As for the energy: -1507.70161 a.u.

List of natural (NBO) charges in e, atom by atom: -0.597, -0.405, -0.392, -0.387, -0.507, 0.792, -0.602, -0.396, -0.145, 0.280, -0.681, -0.165, -0.258, -0.057, -0.591, 2.325, -0.912, -0.904, -0.262, -0.210, -0.205, -0.180, -0.204, -0.209, 0.013, 0.210, 0.197, 0.200, 0.201, 0.204, 0.200, 0.193, 0.207, 0.215, 0.229, 0.234, 0.260, 0.229, 0.223, 0.228, 0.235, 0.241, 0.224, 0.221, 0.224, 0.243, 0.242



Record 3
C16H20N10O2 | the ωB97M-V functional and the def2-TZVPD basis

Structure (XYZ):
```
48
Properties=species:S:1:pos:R:3:forces:R:3
C -1.606 -4.314 -0.273 0.2 0.3 0.0
C -0.815 -3.072 -0.699 -0.1 -0.2 -0.1
N -0.114 -2.355 0.349 0.0 0.2 0.0
C 0.893 -3.152 1.029 0.1 0.1 0.1
C 1.919 -2.277 1.746 -0.1 -0.2 -0.1
C -0.983 -1.633 1.270 0.2 -0.4 0.2
C -1.678 -0.543 0.544 0.2 0.7 -0.3
C -1.184 0.629 -0.013 -0.6 -0.9 0.5
C 0.175 1.201 0.060 0.1 0.3 -0.2
O 1.051 0.752 0.770 0.1 0.0 0.1
N 0.287 2.296 -0.749 -0.6 -0.3 -0.1
N 1.325 3.123 -0.973 0.5 0.5 -0.1
C 2.473 2.967 -0.440 -0.4 -0.7 0.3
C 3.534 3.908 -0.742 0.6 0.6 -0.2
C 4.799 3.754 -0.172 -0.3 0.1 -0.2
C 5.792 4.667 -0.478 0.0 0.1 -0.1
C 5.486 5.706 -1.345 0.3 -0.1 0.2
N 4.292 5.866 -1.894 -0.1 0.4 -0.3
C 3.347 4.997 -1.602 -0.2 -0.4 0.2
N -2.204 1.264 -0.642 0.4 0.2 -0.1
N -3.268 0.586 -0.515 -1.0 0.1 -0.3
N -2.995 -0.525 0.198 1.6 0.4 0.2
C -4.016 -1.402 0.484 -1.8 -1.0 0.2
N -3.951 -2.441 1.269 0.6 0.7 -0.2
O -5.164 -2.995 1.277 0.2 -0.2 0.2
N -6.034 -2.314 0.495 -0.4 0.8 -0.7
C -5.371 -1.310 -0.027 0.7 -0.9 0.8
N -5.836 -0.411 -0.903 -0.4 0.4 -0.4
H -0.941 -5.074 0.128 0.0 -0.1 0.0
H -2.119 -4.729 -1.137 -0.1 -0.1 -0.1
H -2.349 -4.067 0.481 0.0 -0.1 0.0
H -1.491 -2.366 -1.192 0.1 0.0 -0.1
H -0.063 -3.365 -1.438 -0.1 0.1 0.0
H 1.402 -3.729 0.253 -0.1 -0.1 0.0
H 0.446 -3.863 1.744 0.1 -0.1 -0.1
H 2.109 -1.384 1.158 0.1 0.1 0.0
H 2.848 -2.826 1.874 0.1 -0.1 0.1
H 1.571 -1.974 2.730 0.0 0.1 0.1
H -1.719 -2.276 1.776 0.2 0.1 0.0
H -0.335 -1.164 2.013 -0.2 0.0 0.0
H -0.551 2.571 -1.252 0.3 -0.1 0.2
H 2.724 2.159 0.244 -0.2 0.0 -0.1
H 4.993 2.928 0.500 0.0 -0.1 0.1
H 6.780 4.576 -0.054 0.1 0.0 0.0
H 6.228 6.446 -1.616 0.1 0.0 0.0
H 2.384 5.156 -2.066 -0.1 0.0 0.0
H -6.824 -0.379 -1.077 0.0 0.0 0.0
H -5.248 0.387 -1.094 -0.2 -0.1 0.0
```
Positions in Å, forces in eV/Å.

The HOMO energy comes out at -8.63 eV. As for the SMILES: CCN(CC)Cc1c(C(=O)N/N=C/c2cccnc2)nnn1-c1nonc1N. As for the net charge: 0. Its gap between HOMO and LUMO is 8.44 eV. The energy above the lowest of the compared OMol25 structures with the same formula, charge and spin is 18.6 kJ/mol. As for the energy: -1319.62237 a.u.

List of natural (NBO) charges in e, atom by atom: -0.647, -0.207, -0.438, -0.212, -0.627, -0.306, 0.276, -0.057, 0.630, -0.599, -0.422, -0.234, 0.045, -0.135, -0.152, -0.258, 0.039, -0.414, 0.071, -0.207, -0.081, -0.202, 0.219, -0.095, -0.118, -0.162, 0.301, -0.807, 0.206, 0.215, 0.216, 0.182, 0.199, 0.198, 0.164, 0.239, 0.212, 0.199, 0.215, 0.251, 0.417, 0.207, 0.216, 0.220, 0.193, 0.207, 0.408, 0.435



Please write out number 1 again, unchanged.
C4H13N3S | the ωB97M-V functional and the def2-TZVPD basis

Structure (XYZ):
```
21
Properties=species:S:1:pos:R:3:forces:R:3
N 1.378 2.068 2.097 -0.5 0.0 -0.1
C 0.204 1.762 1.190 1.5 0.6 1.7
N 0.631 0.989 0.072 -0.1 0.1 -0.6
C 0.092 -0.338 -0.186 -2.1 2.1 -0.3
C -1.451 -0.214 -0.583 0.5 -0.3 1.8
N -2.112 -1.507 -0.456 0.3 -0.5 -0.6
C 0.862 -0.887 -1.362 1.4 -1.9 0.8
S 0.931 -2.728 -1.343 -0.2 -0.1 -0.6
H 1.432 1.433 2.884 0.0 -0.1 -0.2
H 2.210 1.937 1.536 0.1 0.0 0.1
H -0.170 2.784 1.049 -0.5 -0.5 -0.9
H -0.507 1.204 1.810 -0.1 0.1 -0.4
H 0.997 1.457 -0.740 -0.2 0.3 0.1
H 0.095 -0.799 0.804 0.4 -1.0 -0.5
H -1.470 0.311 -1.531 -0.3 0.0 -0.5
H -1.917 0.430 0.187 0.2 -0.1 -0.5
H -3.121 -1.546 -0.419 0.0 0.6 0.0
H -1.831 -2.145 -1.190 0.1 -0.1 0.1
H 0.408 -0.726 -2.336 -0.1 0.5 0.1
H 1.923 -0.563 -1.358 -0.7 0.2 -0.1
H 1.418 -2.922 -0.125 0.1 0.2 0.4
```
Positions in Å, forces in eV/Å.

The HOMO energy comes out at -8.44 eV. As for the SMILES: NCN[C@@H](CN)CS. As for the net charge: 0. Its gap between HOMO and LUMO is 9.38 eV. The energy above the lowest of the compared OMol25 structures with the same formula, charge and spin is 142.5 kJ/mol. As for the energy: -722.61460 a.u.

List of natural (NBO) charges in e, atom by atom: -0.861, -0.063, -0.672, -0.063, -0.219, -0.856, -0.511, -0.056, 0.349, 0.354, 0.187, 0.181, 0.375, 0.206, 0.158, 0.187, 0.366, 0.362, 0.226, 0.229, 0.120